{"formula": "C13H15AuNSe", "method": "the ωB97M-V functional and the def2-TZVPD basis", "total_energy_ha": -3096.107430, "relative_energy_ev": 0.000, "largest_force_ev_per_a": 2.2, "spin_multiplicity": 3, "s_squared": 2.021, "charge": -1, "lumo_ev": [3.3352, 2.4758], "elements": ["C", "C", "C", "C", "C", "Au", "N", "C", "C", "H", "H", "H", "H", "H", "H", "H", "H", "H", "H", "Se", "C", "C", "C", "C", "C", "C", "H", "H", "H", "H", "H"], "positions_angstrom": [[-0.867, 1.209, -2.143], [0.521, 0.957, -2.361], [1.278, 1.688, -1.383], [0.339, 2.408, -0.554], [-0.991, 2.070, -1.006], [0.193, 0.151, 0.001], [-0.933, -1.324, 0.882], [-0.297, -2.455, 0.224], [0.774, -1.789, -0.621], [2.358, 1.761, -1.323], [0.932, 0.359, -3.171], [0.586, 3.158, 0.196], [-1.925, 2.478, -0.602], [-1.693, 0.827, -2.750], [0.628, -1.905, -1.703], [-0.978, -3.078, -0.354], [-1.906, -1.298, 0.600], [1.773, -1.927, -0.219], [0.167, -3.103, 0.969], [0.750, 0.921, 2.537], [0.458, -0.674, 3.404], [-0.774, -0.952, 4.036], [-0.872, -2.022, 4.918], [0.231, -2.875, 5.112], [1.434, -2.660, 4.410], [1.535, -1.581, 3.537], [-1.604, -0.275, 3.844], [-1.809, -2.188, 5.453], [0.157, -3.716, 5.796], [2.296, -3.323, 4.538], [2.456, -1.359, 2.989]]}